# 1
C28H41IrN7S2Si | ωB97M-V with the def2-TZVPD basis set

```
! RIJCOSX wB97M-V def2-TZVPD def2/J DEFGRID3
* xyz 0 2
Ir -0.499 -0.482 -0.504
N 1.388 -1.699 3.185
C 0.474 -1.508 2.194
S 0.364 0.174 1.513
N -0.290 -2.439 1.767
N -0.971 -2.038 0.622
C -2.012 -2.763 0.215
C -2.558 -2.413 -1.031
C -3.660 -3.063 -1.636
C -4.036 -2.733 -2.902
C -3.312 -1.737 -3.600
C -2.288 -1.097 -2.963
N -1.908 -1.384 -1.698
H 1.694 -0.878 3.680
H 1.277 -2.535 3.738
H -2.363 -3.591 0.814
H -4.180 -3.827 -1.073
H -4.877 -3.227 -3.369
H -3.560 -1.470 -4.616
H -1.734 -0.307 -3.450
S -0.522 1.525 -1.811
C -0.951 2.761 -0.717
N -0.230 3.921 -0.799
C -0.498 5.012 -0.041
C -1.508 4.940 0.859
C -2.202 3.712 0.934
N -1.945 2.672 0.165
H 0.513 3.928 -1.485
H 0.135 5.875 -0.191
H -1.753 5.763 1.511
H -3.014 3.598 1.642
C 1.312 -0.563 -3.455
Si 1.500 -1.035 -1.623
C 3.077 -0.053 -1.036
C 4.175 -0.068 -2.110
C 2.736 1.428 -0.811
C 3.673 -0.618 0.257
C 1.782 -2.960 -1.688
C 0.518 -3.605 -2.272
C 2.047 -3.621 -0.333
C 2.955 -3.308 -2.613
H 2.217 -0.786 -4.021
H 1.095 0.497 -3.587
H 0.494 -1.123 -3.912
H 3.844 0.400 -3.037
H 4.523 -1.071 -2.348
H 5.040 0.500 -1.747
H 2.346 1.884 -1.723
H 3.647 1.965 -0.522
H 1.998 1.571 -0.023
H 4.165 -1.575 0.082
H 2.931 -0.772 1.041
H 4.429 0.071 0.652
H -0.355 -3.416 -1.654
H 0.659 -4.691 -2.325
H 0.300 -3.254 -3.282
H 1.240 -3.448 0.372
H 2.976 -3.282 0.125
H 2.131 -4.705 -0.472
H 2.832 -2.903 -3.619
H 3.030 -4.397 -2.705
H 3.907 -2.955 -2.218
C 0.799 2.873 2.907
C -0.654 2.731 3.276
C -1.229 3.753 4.032
C -2.561 3.747 4.401
C -3.347 2.672 3.989
C -2.822 1.633 3.250
C -3.699 0.513 2.773
C -1.439 1.615 2.890
N -1.092 0.477 2.221
H 1.185 3.823 3.278
H 0.959 2.847 1.824
H 1.420 2.076 3.320
H -0.596 4.583 4.330
H -2.979 4.551 4.992
H -4.399 2.643 4.251
H -4.715 0.631 3.152
H -3.307 -0.456 3.084
H -3.722 0.489 1.681
*
```

## Properties
* lowest unoccupied orbital energy (alpha / beta): -0.64 / -0.67 eV
* energy relative to the best compared isomer or geometry (same formula, charge and spin): 0.000 eV
* gap between HOMO and LUMO (alpha / beta): 4.9 / 5.9 eV
* expectation value of S²: 0.77

***

# 2
C3H9NS | ωB97M-V with the def2-TZVPD basis set

```
! RIJCOSX wB97M-V def2-TZVPD def2/J DEFGRID3
* xyz 0 1
C -2.380 0.748 0.423
N -2.563 0.350 -0.760
H -2.543 0.107 1.284
H -1.953 1.735 0.640
H -2.571 1.151 -1.391
C 1.114 -1.080 -1.194
S 1.526 0.243 -0.039
C 0.615 -0.327 1.468
H 0.031 -1.203 -1.207
H 1.635 -2.002 -0.970
H 1.327 -0.734 -2.199
H -0.081 0.477 1.685
H 0.227 -1.298 1.182
H 1.374 -0.374 2.247
*
```

## Properties
* lowest unoccupied orbital energy: 0.95 eV
* energy relative to the best compared isomer or geometry (same formula, charge and spin): 1.394 eV
* gap between HOMO and LUMO: 9.4 eV
* SMILES string: C=N.CSC